ORCA calculation (the ωB97M-V functional and the def2-TZVPD basis) on an isolated ion of composition C37H37N4O and charge +1 at a distorted geometry.

Output
Energy above the lowest of the compared OMol25 structures with the same formula, charge and spin   20.41 kcal per mole
Highest occupied orbital energy   -10.669 eV
SMILES   COc1ccc([C@@H](c2ccccc2)[n+]2cc3c4c(c2)N(Cc2ccccc2)CCN4CCN3Cc2ccccc2)cc1

Structure (ORCA input):
```
! RIJCOSX wB97M-V def2-TZVPD def2/J DEFGRID3
* xyz 1 1
O -4.7672 0.0858 -0.8582
N -3.4714 -9.2603 -1.9353
N -0.8272 -9.0397 -2.1703
N -1.7562 -5.5441 -1.3196
N -5.0407 -7.0251 -2.3046
C -2.1401 -3.1627 -0.8639
C -6.1614 -4.8066 -2.1950
C -6.8037 -2.5224 -0.7501
C -3.8721 -0.9425 -0.7953
C -7.0874 -2.5831 -2.1181
C -0.9640 -6.6217 -1.6665
C -0.4103 -10.1878 -4.8344
C -5.9448 -4.7775 -0.8133
C -4.8934 -9.3995 -1.8014
C -1.1340 -4.3110 -0.9259
C -3.0830 -5.6249 -1.6903
C 0.6636 -9.6780 -4.0940
C 2.1663 -10.2584 -5.9214
C 0.0487 -3.2264 1.0936
C -5.0546 0.8279 0.3504
C -3.4837 -1.5725 0.4055
C -1.2953 -10.3410 -1.7600
C -0.1383 -4.3598 0.2851
C 1.0884 -10.7613 -6.6610
C -6.7797 -3.7331 -2.8384
C 1.8017 -4.2955 2.3861
C -0.1948 -10.7385 -6.1083
C 0.9227 -3.2238 2.1894
C -3.4345 -1.4653 -2.0372
C -5.5638 -8.3327 -2.6017
C -3.7178 -6.8467 -1.9178
C -2.7082 -2.7326 0.3394
C -5.8222 -6.0118 -3.0164
C 1.9529 -9.7410 -4.6397
C -6.2241 -3.6111 -0.0985
C -2.5434 -2.5275 -2.0553
C -1.5170 -7.8924 -1.8176
C 0.5298 -9.0760 -2.6891
C -2.9263 -8.0116 -1.7609
C -2.7509 -10.3760 -1.3903
C 0.7629 -5.4127 0.4969
C 1.7300 -5.3792 1.5149
H 1.1243 -9.7073 -2.0015
H 3.1763 -10.2724 -6.3372
H -5.1843 -9.3457 -0.7450
H -6.7681 -6.5147 -3.2869
H -5.6797 0.2305 1.0305
H 2.5119 -4.2858 3.2219
H -3.2183 -11.2777 -1.7846
H 0.1128 -6.4757 -1.7135
H -1.4217 -10.1711 -4.4269
H -5.1704 -10.3765 -2.1931
H -3.6673 -4.6941 -1.6526
H -5.9803 -3.5717 0.9619
H 0.7910 -6.2851 -0.1360
H -1.1138 -11.0505 -2.5770
H -0.7076 -10.6914 -0.8935
H -0.4893 -4.0376 -1.7809
H 2.4178 -6.2253 1.6018
H -0.4765 -2.2905 0.8769
H -6.6292 -8.3200 -2.3511
H -7.0564 -1.6245 -0.1884
H 2.7899 -9.3757 -4.0353
H 0.9388 -2.3756 2.8750
H -2.1297 -2.8590 -3.0143
H 1.2553 -11.1713 -7.6570
H 0.9629 -8.0692 -2.6715
H -5.6112 1.6984 -0.0010
H -2.8653 -10.3795 -0.2986
H -7.0081 -3.8281 -3.9064
H -4.1345 1.1431 0.8638
H -5.5255 -5.6486 -0.3095
H -5.4713 -8.5378 -3.6819
H -3.8067 -1.1841 1.3766
H -5.3523 -5.7373 -3.9821
H -7.5446 -1.7291 -2.6235
H -1.0373 -11.1476 -6.6633
H -3.8242 -1.0113 -2.9541
H -2.4232 -3.2191 1.2674
*
```

***

ORCA calculation (the ωB97M-V functional and the def2-TZVPD basis) on C37H38AgNO3SSb2 as an isolated structure.

Output
Energy above the lowest of the compared OMol25 structures with the same formula, charge and spin   0.00 kcal per mole
Highest occupied orbital energy   -2.589 eV

Structure (ORCA input):
```
! RIJCOSX wB97M-V def2-TZVPD def2/J DEFGRID3
* xyz -2 1
Sb 2.5964 0.4793 -0.0163
Sb 0.4823 -1.9840 1.8970
Ag -0.0482 0.7040 0.7864
S 2.8142 1.7823 -4.7261
O -0.5065 -0.8544 -1.1895
O -1.6662 -2.5000 0.5472
O -3.3576 -2.9325 -0.8462
N 0.9199 0.9504 -2.8089
C -3.6611 0.1110 -0.1676
C -3.1170 2.4133 -1.6154
C -2.9165 4.2269 2.8943
C -2.7138 0.0711 -1.1799
C -0.6302 5.1464 -0.5287
C -1.8680 -1.1746 -1.4689
C -2.1486 4.5440 1.7480
C 1.7009 1.2920 -3.6090
C -2.4508 1.2364 -1.9059
C 4.2287 -1.3934 1.9099
C 4.0199 1.7898 -0.9476
C -4.3236 1.2979 0.1301
C 5.3889 -1.8483 1.2787
C -0.9620 -2.0322 3.4751
C -2.2091 5.8307 1.1517
C -3.4525 -2.0724 -4.8165
C -2.8400 2.9725 3.4296
C 3.4673 -2.3051 2.6706
C -1.2350 2.2198 1.7269
C -0.5618 3.8993 0.0262
C -2.0087 1.9878 2.8467
C 0.6767 -4.0921 1.5967
C 3.0470 -1.2351 -1.2007
C -1.0751 -2.2345 -5.0582
C -2.0226 -1.5957 -2.9287
C -4.0550 2.4494 -0.5885
C -1.3122 3.5446 1.1798
C 5.8099 -3.1652 1.3603
C 3.9126 -3.6302 2.7428
C -2.3293 -2.3332 -0.5097
C 5.0595 -4.0666 2.1014
C -3.2962 -1.7023 -3.4931
C 2.1919 -1.9392 3.3425
C -1.4709 6.1286 0.0417
C -2.3395 -2.3405 -5.6090
C 3.8367 0.0360 1.7363
C -0.9185 -1.8666 -3.7246
H -1.9358 -2.1264 2.9987
H -0.7778 -2.8812 4.1365
H 3.6804 2.0332 -1.9538
H 4.1082 2.7051 -0.3612
H 4.1179 -1.4339 -1.2148
H -2.8805 3.3164 -2.1646
H -5.0346 1.3244 0.9476
H -4.5520 3.3790 -0.3364
H 0.0650 3.1379 -0.4267
H -3.5591 4.9872 3.3279
H 5.9703 -1.1376 0.6995
H -0.1748 -0.2050 -1.8454
H 2.1946 -0.9274 3.7497
H 5.3638 -5.1037 2.1811
H -4.1573 -1.4999 -2.8727
H 2.5155 -2.1009 -0.8056
H 4.7264 0.6550 1.6018
H 4.9910 1.2948 -1.0013
H -0.1980 -4.4002 1.0298
H 1.9621 -2.6396 4.1485
H -1.6958 1.2203 -2.6836
H -2.4620 -2.6224 -6.6486
H 6.7105 -3.4822 0.8483
H 0.0756 -1.7853 -3.3062
H -2.0142 0.9995 3.2970
H -0.0491 5.3754 -1.4141
H 3.2922 0.4213 2.5969
H -0.9043 -1.1063 4.0469
H -2.8598 6.5779 1.5968
H 2.6850 -1.0179 -2.2041
H 1.5900 -4.3251 1.0510
H -0.1972 -2.4266 -5.6634
H -4.4490 -2.1502 -5.2365
H 0.6984 -4.5913 2.5681
H 3.3264 -4.3347 3.3231
H -3.4305 2.7230 4.3066
H -3.8675 -0.7828 0.4073
H -1.5305 7.1150 -0.4050
*
```

***

ORCA calculation (the ωB97M-V functional and the def2-TZVPD basis) on C37H38ClI3N3O10SiY as an isolated structure.

Output
Energy above the lowest of the compared OMol25 structures with the same formula, charge and spin   7.23 kcal per mole
Highest occupied orbital energy   -2.722 eV

Structure (ORCA input):
```
! RIJCOSX wB97M-V def2-TZVPD def2/J DEFGRID3
* xyz -2 1
I -4.4589 3.9265 -3.4660
I -2.6026 -4.5191 -5.8254
I 2.3504 -1.4199 -4.3524
Y -0.9159 0.9757 -0.5818
Cl 0.3471 6.0441 -5.7201
Si 1.1820 -1.1900 1.5819
O 1.0613 -2.8228 1.3496
O 2.7998 -0.8893 1.4214
O 0.8939 -1.0236 3.2039
O 0.2754 -0.2258 -2.3689
O -2.2369 2.5005 -1.8291
O 0.2707 -0.3228 0.6481
O 0.2681 2.8995 0.3670
O -4.7482 -0.1718 1.3515
O -2.7687 -0.2648 0.3165
O 0.0924 4.8865 1.3821
N -2.0842 2.1217 1.2072
N 0.4513 2.3544 -2.1360
N -2.4156 -0.2354 -2.3542
C 0.2978 -1.8079 -4.1018
C 1.7559 -2.8404 -0.9681
C -0.3425 -2.7694 -4.8557
C -2.4657 -2.1260 -3.8754
C 4.7982 0.3212 1.1288
C 3.9636 -0.3269 3.4238
C -1.6342 3.2722 1.6987
C 0.3752 -3.0422 4.3796
C 2.7725 1.4372 2.1093
C 1.7607 2.3250 -2.1992
C 3.0477 -4.0268 0.8191
C -3.8696 -2.1296 -3.7734
C -1.7646 4.8870 -4.5195
C -0.1093 -1.6464 3.9595
C -0.2273 3.2453 -2.8689
C -0.3927 4.9498 -4.5855
C -0.3371 -0.7700 5.2000
C -3.5001 3.4480 3.1849
C -1.6962 -2.9536 -4.7070
C -3.6319 0.2577 1.0701
C -1.6674 3.2259 -2.7043
C -3.9536 2.2414 2.6787
C 0.4148 4.1378 -3.7690
C -2.3627 4.0482 -3.5958
C -1.4097 -1.7727 3.1710
C 3.5575 0.1309 2.0146
C 2.4920 3.2149 -2.9966
C -3.7266 -0.2364 -2.3189
C -0.3373 -1.0210 -3.1299
C -2.3141 3.9695 2.6919
C -3.2095 1.6054 1.6900
C -4.4963 -1.1835 -3.0083
C -0.2950 3.7547 1.0991
C 1.8246 4.1149 -3.7837
C 1.6491 -3.6051 0.3466
C -1.7812 -1.1467 -3.1026
C 0.7455 -4.8335 0.1644
H -2.1990 -2.2060 3.7836
H -4.1951 0.5375 -1.7280
H -1.2375 -2.3912 2.2964
H 4.6051 0.4097 3.9050
H -4.4440 -2.8669 -4.3213
H -4.0537 3.9678 3.9592
H 2.3590 4.8146 -4.4121
H 0.5327 -3.6266 3.4785
H -0.3602 -3.5285 5.0189
H 4.4855 0.6608 0.1450
H -1.0673 -1.2282 5.8642
H 0.7665 -2.5000 -1.2597
H 3.6322 -3.1249 0.9715
H 2.3876 1.7193 1.1325
H -2.3711 5.4898 -5.1798
H 3.0535 -0.4647 4.0001
H -0.2398 -4.5056 -0.1565
H -4.8672 1.7758 3.0172
H 1.9167 1.2865 2.7600
H 2.9787 -4.5544 1.7687
H 3.5331 -4.6668 0.0849
H 1.3228 -2.9653 4.9099
H 5.3217 -0.6261 1.0137
H 0.5995 -0.6333 5.7368
H 4.4824 -1.2827 3.3705
H -5.5726 -1.1483 -2.9416
H -1.7180 -0.7926 2.8176
H -0.7015 0.2048 4.8872
H 2.1857 -3.4645 -1.7505
H 0.2213 -3.3686 -5.5567
H 5.4746 1.0550 1.5627
H 3.5706 3.1691 -2.9981
H 1.1602 -5.5093 -0.5803
H 3.3961 2.2392 2.5020
H 2.3701 -1.9586 -0.8178
H 2.2454 1.5680 -1.5980
H -1.8985 4.9016 3.0441
H 0.6370 -5.3625 1.1091
*
```

***

ORCA calculation (the ωB97M-V functional and the def2-TZVPD basis) on C37H38ClMnN10O8PS3 as an isolated structure at a distorted geometry.

Output
Energy above the lowest of the compared OMol25 structures with the same formula, charge and spin   12.64 kcal per mole
Highest occupied orbital energy (alpha / beta)   -1.309 / -4.813 eV
<S²>   6.0646

Structure (ORCA input):
```
! RIJCOSX wB97M-V def2-TZVPD def2/J DEFGRID3
* xyz -1 5
Mn 0.2793 -0.1958 0.0983
Cl -5.5096 -2.1166 -1.3629
S 2.1284 0.3534 -1.8982
S 2.6286 -0.6821 1.4026
S -1.2184 2.1148 -1.9925
P 3.1290 -0.7094 -0.5307
O -4.2602 -4.4072 -2.5454
O -2.0891 -4.6917 -2.8261
O 0.0789 -3.5450 -2.0682
O 0.5328 -1.8339 -0.7125
O 4.6462 -0.1400 -0.6832
O -0.6898 3.2192 -1.1811
O 3.8429 0.4515 4.5536
O 3.3061 -2.2593 -0.9314
N -0.6670 -1.1809 1.9500
N 0.7071 3.4080 2.2818
N 1.6758 3.4464 1.3668
N -1.8858 -0.8469 -0.8466
N 6.0326 0.4464 4.8490
N -0.6330 -2.0588 3.9423
N -0.9340 -3.0582 3.1147
N 0.5077 1.6697 0.8988
N -3.2408 -0.6739 -0.8181
N 5.5560 -0.6782 5.3736
C -2.8596 -2.6834 -1.7672
C 1.5030 -3.7371 6.1040
C -3.8419 -1.7863 -1.3607
C 2.8640 -3.9482 6.2914
C -2.8177 2.7693 -2.6892
C -0.2534 -2.5285 -1.4298
C 5.0724 2.3117 3.5699
C 5.0183 1.1130 4.3452
C 6.1822 0.1560 1.1530
C 6.3473 4.0514 2.5089
C -3.8225 0.4664 -0.2752
C -1.6511 -2.0460 -1.4156
C 4.2566 -0.6840 5.1884
C -0.4192 -2.2997 5.3457
C 3.7735 -2.9562 6.0060
C 1.9570 -1.5069 5.3478
C 0.0181 2.3408 1.9748
C 1.5569 2.4091 0.5426
C -3.0551 1.2942 0.5612
C 3.9765 3.8819 2.0951
C 3.2587 -2.6896 -2.2816
C -0.9480 -2.5086 1.9295
C -5.6935 1.9585 0.0397
C -3.1284 -3.9983 -2.4056
C 5.2003 4.5131 1.8727
C 1.0517 -2.5119 5.6245
C 3.3293 -1.7141 5.5302
C 3.9151 2.7943 2.9403
C -0.4721 -0.9346 3.2367
C -3.6070 2.4263 1.1219
C -5.1480 0.8383 -0.5484
C -4.9365 2.7586 0.8833
C 2.7343 4.4138 1.4057
C -0.3354 2.2534 -3.6030
C 4.6057 -2.5164 -2.9649
C 5.6732 -0.7744 0.0692
C 6.2951 2.9615 3.3466
H 4.8337 -3.1139 6.1197
H 2.3544 5.2881 1.9452
H -0.8217 1.6277 -4.3421
H 0.7958 -4.5234 6.3205
H -3.2052 2.0623 -3.4135
H 3.2058 -4.9094 6.6474
H 2.9799 4.7088 0.3803
H 0.6797 1.9047 -3.4406
H -1.1685 -3.0659 1.0414
H -0.2365 0.0185 3.6639
H -1.1925 -4.2705 -2.5906
H 5.3517 0.4286 1.7974
H 7.2930 4.5442 2.3286
H 5.3798 -3.0487 -2.4133
H 7.1761 2.5724 3.8311
H 2.9531 -3.7373 -2.2415
H -5.3765 3.6322 1.3382
H 6.9465 -0.3386 1.7478
H 6.5928 1.0661 0.7210
H -0.8475 2.0351 2.5268
H 2.2167 2.2288 -0.2876
H -0.8103 -1.4466 5.9077
H -3.5191 2.8842 -1.8692
H -2.6222 3.7320 -3.1488
H 4.8661 -1.4589 -2.9988
H -0.3288 3.2932 -3.9119
H 4.5579 -2.9017 -3.9815
H 6.4703 -1.0325 -0.6367
H -3.0088 3.0656 1.7566
H -0.9817 -3.2018 5.5963
H -6.7263 2.2091 -0.1549
H -2.0205 1.0219 0.7506
H 5.2871 -1.6955 0.5206
H 5.2597 5.3552 1.1992
H -5.7501 0.2591 -1.2220
H 1.6265 -0.5541 4.9669
H 2.9865 2.2717 3.1066
H 2.4917 -2.1231 -2.8216
*
```